Record 1
The following is a DFT calculation (the ωB97M-V functional and the def2-TZVPD basis) of 5 unconnected molecules or ions with the total composition C11H21N7O5.

Each line ends with the Mulliken charge.
Geometry (Å):
C: -4.79 -1.20 -1.64  0.697
O: -4.59 -1.51 -2.82  -0.744
N: -5.73 -1.68 -0.82  -0.400
N: -4.04 -0.24 -1.19  -0.319
H: -5.70 -1.39 0.14  0.154
H: -6.33 -2.44 -1.10  0.249
H: -4.22 0.05 -0.24  0.122
H: -3.28 0.21 -1.68  0.171
C: -1.80 -0.82 -4.44  0.602
O: -1.86 0.26 -3.84  -0.722
N: -0.73 -1.29 -4.92  -0.391
N: -2.81 -1.57 -4.65  -0.420
H: 0.11 -0.75 -5.04  0.246
H: -0.89 -1.86 -5.74  0.185
H: -3.49 -1.57 -3.91  0.389
H: -2.56 -2.44 -5.08  0.172
C: 4.00 0.54 0.11  0.576
O: 4.70 1.01 0.98  -0.688
N: 3.33 -0.57 0.33  -0.341
N: 3.78 1.14 -1.07  -0.332
H: 2.66 -0.86 -0.37  0.257
H: 3.46 -0.97 1.24  0.152
H: 4.41 1.93 -1.16  0.200
H: 3.07 0.80 -1.70  0.257
C: 2.91 1.05 4.56  -0.690
C: 1.91 2.03 4.65  -0.567
C: 0.65 1.81 3.99  0.463
C: 0.38 0.60 3.30  -0.347
C: 1.35 -0.40 3.39  -0.397
C: 2.57 -0.10 3.93  0.818
O: 3.41 -1.19 4.00  -0.419
O: -0.24 2.81 3.88  -0.458
H: 3.87 1.14 5.06  0.372
H: 2.12 3.01 5.04  0.408
H: -0.54 0.71 2.76  0.519
H: 1.12 -1.35 2.92  0.510
H: 4.31 -0.99 4.25  0.361
H: 0.10 3.67 3.63  0.374
C: -0.50 0.56 -0.88  -0.307
C: 0.64 0.09 -1.59  0.640
N: 1.56 -0.28 -2.14  -0.746
H: -0.84 1.50 -1.31  0.370
H: -0.17 0.73 0.14  -0.041
H: -1.29 -0.18 -0.96  0.064

## Properties
Expectation value of S²   0.76
M   331.33 g mol⁻¹
Spin multiplicity   2
Net charge   +1
Lowest unoccupied orbital energy (alpha / beta)   -4.010 / -7.680 eV
Frontier orbital gap (alpha / beta)   7.14 / 3.47 eV
HOMO energy (alpha / beta)   -11.2 / -11.2 eV

Record 2
The following is a DFT calculation (the ωB97M-V functional and the def2-TZVPD basis) of a molecular structure, C31H22Cl3IN2O3PSV.

Each line ends with the Mulliken charge.
Geometry (Å):
V: 0.61 -0.76 -0.45  -0.671
S: 1.11 -0.70 1.84  -0.103
C: 2.77 -0.53 1.28  0.549
C: 3.95 -0.68 1.97  -0.868
C: 5.13 -0.53 1.25  -0.239
C: 5.07 -0.26 -0.12  -1.055
C: 3.84 -0.15 -0.73  -0.315
N: 2.72 -0.27 -0.02  0.126
H: 3.96 -0.91 3.03  0.530
H: 6.08 -0.62 1.75  0.450
H: 5.98 -0.14 -0.70  0.469
H: 3.74 0.05 -1.79  0.582
O: 1.39 0.44 -2.14  -0.433
C: 0.93 1.09 -1.25  1.636
C: 0.72 2.45 -0.85  -0.547
C: 1.36 3.56 -1.40  -0.527
C: 1.01 4.81 -0.91  -0.816
C: 0.03 4.93 0.08  -0.705
C: -0.62 3.82 0.60  -0.322
C: -0.26 2.56 0.14  -0.045
P: -1.10 0.97 0.41  3.325
C: -1.57 0.83 2.14  0.363
C: -0.90 1.58 3.11  -0.506
C: -1.23 1.44 4.45  -0.833
C: -2.22 0.53 4.82  -0.663
C: -2.87 -0.23 3.86  -0.966
C: -2.55 -0.08 2.52  -0.739
C: -2.61 1.13 -0.57  1.128
C: -2.52 1.10 -1.96  -0.588
C: -3.64 1.33 -2.73  -0.837
C: -4.86 1.61 -2.13  -0.626
C: -4.95 1.66 -0.74  -0.796
C: -3.83 1.43 0.04  -0.851
H: 2.10 3.45 -2.18  0.620
H: 1.49 5.69 -1.30  0.470
H: -0.24 5.91 0.44  0.489
H: -1.41 3.94 1.34  0.563
H: -0.11 2.27 2.83  0.487
H: -0.72 2.03 5.19  0.470
H: -2.48 0.42 5.87  0.450
H: -3.64 -0.93 4.16  0.471
H: -3.08 -0.66 1.78  0.571
H: -1.58 0.89 -2.46  0.335
H: -3.57 1.30 -3.81  0.478
H: -5.74 1.78 -2.73  0.441
H: -5.89 1.89 -0.27  0.477
H: -3.91 1.50 1.12  0.473
I: 3.00 -4.21 -4.63  0.168
C: 2.60 -3.95 -2.61  -0.794
C: 2.97 -4.89 -1.66  -0.127
C: 2.67 -4.66 -0.33  -1.223
C: 2.01 -3.50 0.01  -0.272
N: 1.65 -2.58 -0.90  0.814
C: 1.94 -2.81 -2.19  -0.323
H: 3.49 -5.80 -1.96  0.462
H: 2.93 -5.37 0.43  0.502
H: 1.75 -3.29 1.04  0.500
H: 1.63 -2.05 -2.90  0.525
Cl: -3.67 -2.99 -0.57  -0.033
C: -1.96 -2.94 -0.90  0.958
Cl: -1.33 -4.50 -1.39  -0.054
Cl: -1.10 -2.41 0.60  -0.014
C: -1.64 -1.93 -2.03  -0.188
O: -2.30 -1.89 -3.01  -0.446
O: -0.55 -1.19 -1.80  -0.356

## Properties
Relative energy (zero: lowest compared OMol25 entry of this formula, charge and spin)   0.3577 eV
M   817.78 g mol⁻¹
Spin multiplicity   1
Net charge   +2
Lowest unoccupied orbital energy   -7.615 eV
Frontier orbital gap   6.38 eV
HOMO energy   -14.0 eV

Question: Which of these has the highest M?
Answer: C31H22Cl3IN2O3PSV

Repeat the first record exactly.
The following is a DFT calculation (the ωB97M-V functional and the def2-TZVPD basis) of 5 unconnected molecules or ions with the total composition C11H21N7O5.

Each line ends with the Mulliken charge.
Geometry (Å):
C: -4.79 -1.20 -1.64  0.697
O: -4.59 -1.51 -2.82  -0.744
N: -5.73 -1.68 -0.82  -0.400
N: -4.04 -0.24 -1.19  -0.319
H: -5.70 -1.39 0.14  0.154
H: -6.33 -2.44 -1.10  0.249
H: -4.22 0.05 -0.24  0.122
H: -3.28 0.21 -1.68  0.171
C: -1.80 -0.82 -4.44  0.602
O: -1.86 0.26 -3.84  -0.722
N: -0.73 -1.29 -4.92  -0.391
N: -2.81 -1.57 -4.65  -0.420
H: 0.11 -0.75 -5.04  0.246
H: -0.89 -1.86 -5.74  0.185
H: -3.49 -1.57 -3.91  0.389
H: -2.56 -2.44 -5.08  0.172
C: 4.00 0.54 0.11  0.576
O: 4.70 1.01 0.98  -0.688
N: 3.33 -0.57 0.33  -0.341
N: 3.78 1.14 -1.07  -0.332
H: 2.66 -0.86 -0.37  0.257
H: 3.46 -0.97 1.24  0.152
H: 4.41 1.93 -1.16  0.200
H: 3.07 0.80 -1.70  0.257
C: 2.91 1.05 4.56  -0.690
C: 1.91 2.03 4.65  -0.567
C: 0.65 1.81 3.99  0.463
C: 0.38 0.60 3.30  -0.347
C: 1.35 -0.40 3.39  -0.397
C: 2.57 -0.10 3.93  0.818
O: 3.41 -1.19 4.00  -0.419
O: -0.24 2.81 3.88  -0.458
H: 3.87 1.14 5.06  0.372
H: 2.12 3.01 5.04  0.408
H: -0.54 0.71 2.76  0.519
H: 1.12 -1.35 2.92  0.510
H: 4.31 -0.99 4.25  0.361
H: 0.10 3.67 3.63  0.374
C: -0.50 0.56 -0.88  -0.307
C: 0.64 0.09 -1.59  0.640
N: 1.56 -0.28 -2.14  -0.746
H: -0.84 1.50 -1.31  0.370
H: -0.17 0.73 0.14  -0.041
H: -1.29 -0.18 -0.96  0.064

## Properties
Expectation value of S²   0.76
M   331.33 g mol⁻¹
Spin multiplicity   2
Net charge   +1
Lowest unoccupied orbital energy (alpha / beta)   -4.010 / -7.680 eV
Frontier orbital gap (alpha / beta)   7.14 / 3.47 eV
HOMO energy (alpha / beta)   -11.2 / -11.2 eV

Question: Among the records above, which one has the lowest M?
Answer: C11H21N7O5